Here is a 2-piece molecular cluster, C7H11NSi overall in a non-equilibrium geometry from OMol25. Energies are from ωB97M-V/def2-TZVPD.

The geometry in ORCA input format:
```
! wB97M-V def2-TZVPD RIJCOSX def2/J DEFGRID3
* xyz 0 3
C 3.50 -0.89 0.68
C 4.03 0.19 -0.03
C 2.07 -0.91 0.82
C 3.25 1.16 -0.62
C 1.41 0.16 0.27
C -2.16 -1.11 0.48
C -2.01 1.70 -0.93
N 1.89 1.09 -0.49
Si -1.43 0.62 0.44
H 4.23 -1.45 1.25
H 5.18 0.26 -0.21
H 1.38 -1.70 1.27
H 3.65 1.97 -1.22
H -3.25 -0.84 0.46
H -1.83 -1.54 -0.45
H -1.89 -1.48 1.48
H -3.05 2.13 -1.11
H -1.45 2.58 -1.13
H -1.89 1.13 -1.92
H -1.50 1.00 1.77
*
```

Calculated values
* max |F|: 3.40 eV/Å
* energy relative to the best compared isomer or geometry (same formula, charge and spin): 58.9 kcal per mole
* LUMO energy (spin up / spin down): -0.01404 / -0.07260 hartree
* <S²>: 2.028
* gap between HOMO and LUMO (spin up / spin down): 3.998 / 6.689 eV